Entry 1:
{
  "formula": "C20H36BFNO4",
  "method": "the ωB97M-V functional and the def2-TZVPD basis",
  "elements": ["C", "C", "O", "O", "C", "C", "B", "C", "C", "C", "C", "N", "C", "C", "C", "C", "C", "C", "F", "H", "H", "H", "H", "H", "H", "H", "H", "H", "H", "H", "H", "H", "H", "H", "H", "H", "H", "H", "H", "H", "H", "H", "H", "C", "C", "O", "C", "H", "H", "H", "H", "H", "H", "C", "C", "O", "C", "H", "H", "H", "H", "H", "H"],
  "xyz": [[-2.670, -1.655, 2.361], [-2.911, -1.465, 0.833], [-3.141, -0.346, 0.439], [-2.839, -2.468, -0.116], [-1.598, -3.217, -0.060], [-0.552, -2.771, -1.160], [0.249, -1.385, -0.688], [0.888, -0.540, -1.937], [0.711, 1.044, -1.764], [1.466, 1.643, -0.520], [0.492, 2.705, 0.158], [0.666, 2.845, 1.623], [0.011, 3.927, 2.228], [0.292, 3.842, 3.641], [1.167, 2.654, 3.871], [1.364, 2.105, 2.544], [1.259, -1.769, 0.549], [2.793, -1.767, 0.243], [0.913, -0.948, 1.712], [-2.646, -0.630, 2.817], [-1.631, -2.062, 2.517], [-3.415, -2.309, 2.874], [-1.872, -4.286, -0.313], [-1.111, -3.258, 0.944], [0.231, -3.584, -1.183], [-1.017, -2.653, -2.173], [-0.623, -0.685, -0.219], [0.244, -0.782, -2.842], [1.935, -0.816, -2.235], [-0.404, 1.196, -1.730], [1.058, 1.514, -2.734], [1.863, 0.893, 0.197], [2.331, 2.252, -0.917], [0.582, 3.721, -0.322], [-0.582, 2.407, -0.004], [-0.600, 4.708, 1.732], [-0.070, 4.508, 4.449], [1.584, 2.247, 4.812], [1.984, 1.220, 2.306], [1.001, -2.825, 0.871], [3.341, -2.486, 0.923], [3.278, -0.757, 0.329], [2.971, -2.157, -0.796], [3.255, -2.862, -4.178], [3.237, -4.226, -3.535], [2.404, -4.524, -2.711], [4.303, -5.206, -3.963], [2.436, -2.264, -3.777], [4.199, -2.359, -3.955], [3.124, -2.959, -5.258], [5.292, -4.806, -3.732], [4.218, -5.404, -5.034], [4.169, -6.143, -3.422], [-4.194, 3.094, 1.169], [-3.925, 4.568, 1.294], [-3.064, 5.111, 0.636], [-4.770, 5.346, 2.273], [-3.514, 2.665, 0.433], [-4.025, 2.602, 2.129], [-5.221, 2.927, 0.836], [-4.627, 4.953, 3.282], [-5.822, 5.282, 1.990], [-4.467, 6.394, 2.260]],
  "mulliken_charge": [-0.88, 0.77, -0.53, -0.37, -0.62, -0.43, 0.84, -0.53, -1.03, 0.52, -0.28, 0.27, -0.65, -0.47, -0.84, 0.17, 0.33, -1.14, -0.38, 0.24, 0.23, 0.32, 0.31, 0.16, 0.05, 0.29, -0.44, 0.18, -0.07, 0.30, 0.46, -0.73, 0.39, 0.31, -0.06, 0.38, 0.35, 0.37, 0.26, 0.26, 0.38, 0.27, 0.04, -0.70, 0.81, -0.49, -1.21, -0.07, 0.31, 0.43, 0.31, 0.32, 0.33, -0.97, 0.92, -0.56, -1.20, 0.18, 0.28, 0.40, 0.31, 0.34, 0.32],
  "lumo_energy_ev": 2.71,
  "homo_lumo_gap_ha": 0.281,
  "total_charge": -1,
  "e_tot_ev": -34397.0544,
  "e_homo_ha": -0.1816
}


Entry 2:
{
  "formula": "C20H36Cl2N2O3PSn",
  "method": "the ωB97M-V functional and the def2-TZVPD basis",
  "elements": ["O", "C", "C", "C", "H", "C", "H", "C", "H", "C", "H", "C", "H", "H", "C", "C", "H", "H", "H", "C", "C", "H", "H", "H", "H", "Sn", "Cl", "Cl", "C", "O", "N", "C", "C", "H", "H", "H", "H", "H", "H", "H", "H", "H", "C", "C", "N", "H", "C", "O", "H", "H", "H", "H", "C", "P", "C", "C", "H", "H", "H", "H", "H", "H", "H", "H", "H"],
  "xyz": [[-0.203, -0.668, -1.251], [0.800, -1.229, -2.050], [0.468, -2.651, -2.437], [-0.503, -3.374, -1.753], [-1.045, -2.878, -0.962], [-0.779, -4.692, -2.088], [-1.530, -5.244, -1.535], [-0.093, -5.307, -3.127], [-0.305, -6.335, -3.391], [0.863, -4.587, -3.832], [1.397, -5.053, -4.650], [1.140, -3.272, -3.485], [1.890, -2.715, -4.033], [0.901, -0.659, -2.980], [2.638, 0.311, -1.313], [2.117, -1.089, -1.298], [3.717, 0.374, -1.199], [2.167, 0.899, -0.526], [2.375, 0.799, -2.255], [2.685, -2.123, -0.674], [3.939, -2.126, 0.134], [2.207, -3.092, -0.767], [4.707, -2.781, -0.268], [3.740, -2.445, 1.160], [4.363, -1.121, 0.206], [-0.146, -0.125, 0.543], [-0.935, -2.108, 1.458], [2.067, -0.649, 0.988], [0.239, 0.273, 3.416], [-0.334, 0.769, 2.432], [0.111, 0.746, 4.658], [-0.345, 2.098, 4.909], [0.408, -0.084, 5.805], [0.889, -0.595, 3.314], [-0.616, 2.555, 3.965], [0.444, 2.683, 5.383], [-1.213, 2.087, 5.568], [0.575, -1.107, 5.485], [-0.423, -0.072, 6.512], [1.302, 0.273, 6.317], [0.816, 5.147, -0.215], [-0.893, 5.114, -2.349], [1.265, 4.349, -0.807], [-0.392, 4.191, -2.639], [0.242, 3.585, -1.487], [1.835, 3.698, -0.153], [-0.041, 2.337, -1.113], [0.409, 1.810, -0.082], [-1.118, 3.498, -3.046], [-0.688, 1.782, -1.791], [1.953, 4.788, -1.529], [0.353, 4.425, -3.401], [-4.329, 0.111, 0.869], [-2.599, 0.418, 0.359], [-2.936, -0.073, -1.378], [-2.596, 2.115, 1.056], [-4.606, -0.939, 0.640], [-5.028, 0.796, 0.345], [-4.427, 0.262, 1.964], [-3.929, 0.299, -1.705], [-2.211, 0.339, -2.094], [-2.930, -1.180, -1.454], [-3.548, 2.633, 0.817], [-2.494, 2.066, 2.159], [-1.786, 2.739, 0.655]],
  "mulliken_charge": [-0.19, 0.80, -0.83, 0.39, 0.13, -1.07, 0.41, -0.35, 0.37, -0.79, 0.37, -0.01, 0.40, 0.36, -1.06, -0.65, 0.30, 0.25, 0.48, 0.56, -1.49, 0.31, 0.40, 0.27, 0.32, 1.36, -0.49, -0.45, 0.14, -0.79, 0.32, -0.92, -1.03, 0.16, 0.20, 0.34, 0.33, 0.33, 0.32, 0.35, 0.32, 0.35, -1.23, -1.14, 0.50, 0.25, 0.36, -1.14, 0.27, -0.08, 0.43, 0.36, -1.71, 1.25, -1.17, -1.24, 0.33, 0.37, 0.37, 0.38, 0.27, 0.25, 0.42, 0.13, 0.25],
  "lumo_energy_ev": [2.40, 2.40],
  "homo_lumo_gap_ha": [0.110, 0.090],
  "relative_energy_kj_mol": 534.3,
  "total_charge": -1,
  "e_tot_ev": -70607.6064,
  "e_homo_ha": [-0.0222, -0.0018]
}


Entry 3:
{
  "formula": "C20H36F13N2O4P",
  "method": "the ωB97M-V functional and the def2-TZVPD basis",
  "elements": ["F", "C", "F", "F", "C", "F", "F", "C", "F", "F", "C", "F", "F", "C", "F", "F", "C", "F", "F", "C", "C", "P", "H", "H", "H", "H", "H", "H", "C", "O", "C", "C", "N", "C", "C", "O", "C", "H", "H", "H", "H", "H", "H", "H", "H", "H", "H", "H", "H", "H", "H", "H", "C", "O", "C", "C", "N", "C", "C", "O", "C", "H", "H", "H", "H", "H", "H", "H", "H", "H", "H", "H", "H", "H", "H", "H"],
  "xyz": [[0.315, 6.448, 1.286], [0.730, 5.103, 0.850], [1.959, 4.761, 1.660], [-0.352, 4.141, 1.281], [1.062, 4.923, -0.738], [2.282, 4.026, -0.782], [-0.019, 4.103, -1.331], [1.491, 6.261, -1.555], [2.416, 5.768, -2.652], [2.399, 7.074, -0.681], [0.336, 7.098, -2.322], [1.071, 7.968, -3.322], [-0.597, 6.295, -3.165], [-0.574, 8.130, -1.453], [-0.981, 9.214, -2.430], [0.113, 8.857, -0.363], [-1.988, 7.539, -0.878], [-2.329, 8.330, 0.358], [-1.985, 6.111, -0.505], [-3.278, 7.752, -1.904], [-4.415, 6.536, -1.757], [-3.913, 5.198, -3.029], [-3.809, 8.753, -1.608], [-2.956, 7.712, -3.053], [-5.449, 6.986, -2.113], [-4.539, 6.154, -0.658], [-4.993, 4.821, -3.902], [-3.263, 4.066, -2.419], [3.733, -2.809, 0.477], [3.538, -1.518, 1.039], [3.998, -0.456, 0.192], [2.812, 0.344, -0.373], [2.060, -0.441, -1.357], [0.772, 0.155, -1.730], [-0.285, 0.315, -0.618], [-0.801, -0.923, -0.124], [0.000, -1.535, 0.879], [3.529, -3.553, 1.252], [3.042, -2.982, -0.350], [4.764, -2.940, 0.135], [4.658, -0.818, -0.606], [4.590, 0.211, 0.828], [3.184, 1.254, -0.849], [2.176, 0.630, 0.472], [1.884, -1.371, -0.984], [0.345, -0.491, -2.508], [0.953, 1.129, -2.197], [-1.142, 0.834, -1.063], [0.055, 0.954, 0.203], [0.516, -0.805, 1.508], [0.710, -2.221, 0.419], [-0.658, -2.135, 1.518], [-1.108, -4.505, 0.028], [-0.519, -4.551, 1.321], [-1.465, -4.815, 2.365], [-1.253, -6.221, 2.951], [-1.651, -7.261, 1.997], [-1.225, -8.612, 2.382], [0.292, -8.876, 2.485], [0.976, -8.827, 1.231], [1.345, -7.520, 0.813], [-0.362, -4.122, -0.674], [-1.403, -5.503, -0.302], [-1.973, -3.836, 0.011], [-2.501, -4.666, 2.035], [-1.267, -4.081, 3.155], [-1.846, -6.326, 3.863], [-0.193, -6.311, 3.214], [-1.254, -7.051, 1.084], [-1.633, -9.294, 1.626], [-1.701, -8.877, 3.333], [0.414, -9.904, 2.847], [0.785, -8.240, 3.227], [1.582, -6.861, 1.653], [0.556, -7.091, 0.195], [2.237, -7.604, 0.182]],
  "mulliken_charge": [-0.19, 0.66, -0.24, -0.23, 0.53, -0.30, -0.22, 0.59, -0.30, -0.25, 0.55, -0.31, -0.21, 0.43, -0.30, -0.26, 0.68, -0.33, -0.25, -0.80, -0.62, -0.04, 0.36, 0.27, 0.37, 0.35, 0.08, 0.01, -0.66, -0.34, -0.90, 0.03, -0.35, -0.78, -0.29, -0.44, -0.17, 0.20, 0.28, 0.36, 0.40, 0.39, 0.35, 0.12, 0.07, 0.35, 0.42, 0.31, 0.27, 0.30, 0.01, 0.05, -0.98, -0.03, -0.99, -0.26, -0.33, -0.67, -0.46, -0.45, -0.51, 0.16, 0.46, 0.40, 0.43, 0.37, 0.42, 0.18, 0.08, 0.37, 0.39, 0.35, 0.34, 0.27, 0.14, 0.34],
  "lumo_energy_ev": -0.94,
  "smiles": "FC(F)(F)C(F)(F)C(F)(F)C(F)(F)C(F)(F)C(F)(F)CCP.COCCNCCOC.COCCNCCOC",
  "homo_lumo_gap_ha": 0.282,
  "e_tot_ev": -77098.5718,
  "e_homo_ha": -0.3166
}